Entry 1:
Molecular formula: C12H24O6S3
Method: DFT, ωB97M-V/def2-TZVPD

The geometry in XYZ format:
```
45
C12H24O6S3 ωB97M-V/def2-TZVPD
H 2.49577 -19.07255 1.22080
C 1.53772 -20.27191 2.65777
C 3.62856 -21.52812 2.90021
H 7.55335 -16.88225 -3.28643
O 10.34076 -19.22654 -3.26195
C 2.24772 -21.31801 3.55655
H 0.67168 -19.95761 3.24026
H 4.32522 -22.04980 3.55643
H 1.14439 -20.76562 1.76916
O 4.16981 -17.48363 1.06319
H 7.93883 -18.54654 -0.67776
H 6.71475 -18.19565 3.61034
H 6.26292 -17.62810 -0.49039
H 8.42445 -18.04833 -0.05623
C 2.54069 -19.18635 2.30391
C 7.25513 -19.77224 -2.31700
H 6.03537 -18.75029 -3.83862
H 8.98871 -19.87125 -0.82454
H 8.23170 -19.36546 2.08353
S 9.45247 -18.27033 -2.60203
H 6.29149 -19.83957 -1.81204
H 2.33682 -20.74568 4.47991
C 6.35319 -18.55767 2.64789
S 5.42103 -17.07305 1.69871
H 3.59821 -22.15340 2.00791
S 4.30513 -19.79532 2.52963
H 8.61445 -17.29040 1.40268
H 7.34595 -19.62282 -4.47288
O 4.75012 -19.14429 3.77029
C 6.66394 -17.01312 0.31526
O 5.17388 -19.95827 1.32016
C 7.83526 -17.78399 0.82188
H 8.33506 -17.54945 -4.70339
H 6.70267 -16.04594 -0.18590
O 9.96378 -17.10764 -1.91591
C 7.33627 -18.94765 1.62340
H 6.98985 -19.60793 0.82834
H 1.72150 -22.26628 3.66591
C 7.08536 -18.96709 -3.64209
H 5.42423 -19.08472 2.86548
C 8.34038 -19.23213 -1.42396
H 2.42978 -18.20424 2.76354
H 7.26619 -20.83744 -2.54793
O 5.50526 -15.89236 2.49911
C 8.00540 -17.78736 -3.69204
```

For the calculated total energy, the calculation gives -57611.0401 eV. For the energy above the lowest of the compared OMol25 structures with the same formula, charge and spin, the calculation gives 1055.32 kJ/mol. The value obtained for the strongest force on any atom is 12.034 eV/Å. As for the net charge: 0.

---

Entry 2:
Molecular formula: C12H24O8Zr
Method: DFT, ωB97M-V/def2-TZVPD

The geometry in XYZ format:
```
45
C12H24O8Zr ωB97M-V/def2-TZVPD
H 9.88420 21.28236 -7.20104
H 9.84147 23.65579 -3.44615
H 5.41785 19.35818 -9.98873
C 2.92520 21.90545 -7.47289
O 8.22812 24.66639 -5.22335
H 5.89383 26.84036 -6.47650
C 4.32367 21.59284 -7.86560
H 11.08119 24.23902 -4.54314
H 3.49025 25.42996 -5.50570
O 4.96677 24.01481 -5.02776
H 10.55375 25.11441 -3.05425
H 2.91677 22.42163 -6.51289
C 6.37525 21.23025 -10.12226
C 8.58233 27.50184 -5.49540
O 9.46457 26.58188 -4.80012
O 8.40111 22.68663 -7.43875
Zr 6.72095 23.28229 -6.13035
H 6.31598 19.66512 -8.50564
C 9.21294 25.24579 -4.75823
H 2.40789 20.96642 -7.27610
H 8.65834 29.67321 -5.89442
H 7.16001 20.84545 -10.77356
H 4.54234 26.33765 -7.43537
O 4.42758 20.61193 -8.77579
O 6.20821 25.07159 -7.35655
C 9.06524 28.94653 -5.19124
C 8.79889 21.36738 -7.14663
C 8.24073 20.76745 -5.74456
C 10.23498 24.54958 -3.93029
H 10.12723 29.10217 -5.38111
H 6.86688 21.96055 -9.47956
H 8.78281 29.36187 -4.22386
H 9.10163 20.79036 -5.07641
O 7.22668 21.47700 -5.07257
O 5.28647 22.22418 -7.40244
H 4.86311 26.01009 -4.60341
H 8.42130 20.82037 -8.01052
H 8.03518 19.70546 -5.87883
C 5.71626 20.13525 -9.28502
H 7.56059 27.39687 -5.13051
H 8.62948 27.29336 -6.56423
C 5.28989 25.96983 -6.73254
C 4.57389 25.34903 -5.42040
H 5.62455 21.68044 -10.77178
H 2.48044 22.38687 -8.34382
```

For the calculated total energy, the calculation gives -30495.5395 eV. The spin multiplicity is 2. The value obtained for the strongest force on any atom is 3.270 eV/Å. As for the net charge: -1. As for the expectation value of S²: 0.76.

---

Entry 3:
Molecular formula: C12H25CeN2O2P2S
Method: DFT, ωB97M-V/def2-TZVPD

The geometry in XYZ format:
```
45
C12H25CeN2O2P2S ωB97M-V/def2-TZVPD
C 2.33461 -0.59879 -1.13383
H -0.75110 3.55344 -1.21091
H 3.27402 -0.81148 -1.64796
H -0.04891 1.73505 0.20740
H 2.11548 1.28903 -1.61984
H -4.49359 -0.85128 1.83344
N -0.12522 -0.76472 -1.15111
H -2.65259 2.12722 -0.38776
N -0.00732 -0.03156 6.38625
H -4.29635 1.51375 0.19600
C 1.02988 -1.31187 -3.18210
C -0.22631 -1.52677 -3.76551
H 1.96932 -1.41431 -3.72177
C 3.16851 -1.77088 1.57666
H -2.42471 -1.58470 -3.45474
H 2.54762 -2.65860 1.35881
H 3.36473 1.35810 2.14323
H -3.10046 2.29629 1.33692
P -2.57435 0.04857 0.78475
C -1.45067 -1.40259 -3.03929
H -3.46708 -0.65022 -1.26853
H 0.34740 1.91979 0.81764
Ce -0.03193 -0.43240 1.14973
C -2.57109 -1.03088 -0.75665
C -1.33547 -1.03693 -1.67011
P 2.58426 -0.33480 0.60677
H 4.55355 0.90731 0.82592
H 2.18482 2.32397 -2.76660
H -3.30265 -0.22469 3.07212
S 0.04683 0.21323 3.61261
H 3.09737 -1.56062 2.66005
O 1.81473 2.19716 -1.90968
H 4.20949 -1.90312 1.24542
H -3.00589 -1.80552 2.30223
C -3.23236 1.66798 0.43522
H -0.28894 -1.81346 -4.80730
H 0.17213 2.45023 -1.79312
C 1.08464 -0.92493 -1.80982
C 0.00645 0.02961 5.19973
H -0.16945 -2.12930 1.53778
H 3.12473 2.01038 0.48678
C 3.50401 1.14693 1.06495
H -2.76617 -2.05695 -0.37108
C -3.43601 -0.79938 2.13894
O -0.77597 2.64275 -1.51162
```

For the calculated total energy, the calculation gives -62255.4183 eV. The value obtained for the strongest force on any atom is 6.399 eV/Å. As for the net charge: +1.

---

Entry 4:
Molecular formula: C12H25Cl14N2
Method: DFT, ωB97M-V/def2-TZVPD

The geometry in XYZ format:
```
53
C12H25Cl14N2 ωB97M-V/def2-TZVPD
H -2.59549 4.72754 0.01688
H -4.06873 -1.78626 0.46987
H 3.16206 -0.34084 -0.87790
C 3.89258 -0.22602 3.85713
H -1.99745 5.84828 -1.23803
H 1.89796 2.71199 -2.38850
Cl 1.84754 2.54342 2.95139
H -0.21598 -1.26365 0.10710
Cl -3.35355 4.15731 -2.13036
H -4.05477 0.17933 -0.37246
H 1.71528 0.90471 0.85372
C 2.93131 2.44295 -2.56737
H -1.41211 0.38837 -0.99806
C -2.64109 -1.35341 3.47712
C -3.12044 -0.24664 0.01155
N -0.99436 0.44347 1.07330
Cl 0.50972 -3.48880 -2.80803
Cl 4.98417 -0.52821 2.48980
Cl -2.47035 -3.11388 -6.66116
N -3.11408 -1.43441 0.47040
Cl 2.95831 0.87025 -3.37755
Cl -1.28428 -2.41536 3.86976
C -1.19665 -2.08821 -5.98271
Cl -1.00736 -3.81850 -0.32293
H -0.27815 1.74989 2.40158
C -1.88202 0.61361 -0.02156
H -3.47863 -1.97235 3.18656
Cl 3.78695 2.42523 -1.02176
C 1.31896 0.21409 0.13713
C -2.17915 4.81317 -0.97882
Cl -0.24139 -1.29759 -7.24537
C 0.08676 -0.44526 0.77208
H 2.01377 -1.64901 -0.66857
H -0.41328 -5.44733 -1.90180
H 0.99089 -4.86356 -0.96810
Cl -0.05041 1.13785 4.69441
Cl -3.13604 -0.36977 4.88062
H 0.42669 -0.91326 1.70256
C 2.43244 -0.75905 -0.20487
H 3.53473 0.80295 3.79928
H -0.53834 -2.70677 -5.38877
H -1.65838 -1.32467 -5.37057
Cl 2.49365 -1.30098 3.79014
H -2.33482 -0.69678 2.65823
C 0.14804 2.21224 3.29637
Cl -0.64712 3.94490 -1.00573
H -0.33675 3.15124 3.52863
H 3.41421 3.16726 -3.21062
C 0.07703 -4.58116 -1.47572
H -2.22491 1.65452 -0.09422
H 0.98360 0.77943 -0.73201
H 4.42053 -0.40807 4.78430
H 2.89892 -1.04416 0.73362
```

For the calculated total energy, the calculation gives -191143.2179 eV. The value obtained for the strongest force on any atom is 0.787 eV/Å. As for the net charge: -1.

---

Q: What is the net charge in the second record?
A: -1

---

Q: What is the formula in the second record?
A: C12H24O8Zr

---

Q: Which formula does entry 1 have?
A: C12H24O6S3